No. 1
C23H33Cl2N4O4Sr | ωB97M-V/def2-TZVPD

Element x y z (Å)
O  0.382  -1.386  0.565
C  1.237  -2.040  1.459
C  0.462  -2.815  2.500
C  -0.886  -2.563  2.727
H  -1.378  -1.826  2.110
C  -1.585  -3.251  3.708
H  -2.633  -3.032  3.880
C  -0.946  -4.218  4.473
H  -1.488  -4.756  5.240
C  0.396  -4.493  4.239
H  0.902  -5.252  4.823
C  1.090  -3.795  3.263
H  2.138  -4.008  3.086
H  1.862  -2.762  0.922
C  3.225  -0.558  1.078
C  2.174  -0.993  2.047
H  4.128  -0.187  1.555
H  2.835  0.213  0.416
H  3.511  -1.394  0.435
C  2.010  -0.513  3.282
C  2.814  0.539  3.968
H  1.215  -0.939  3.885
H  3.305  0.185  4.870
H  2.185  1.388  4.249
H  3.585  0.941  3.305
Sr  0.102  0.448  0.295
Cl  -1.711  0.666  1.728
Cl  1.604  1.258  1.862
C  -0.304  3.343  0.413
O  -0.263  2.398  -0.391
N  -0.597  4.597  0.060
C  -0.475  5.044  -1.313
C  -1.067  5.555  1.037
H  -0.099  3.194  1.472
H  -0.208  4.197  -1.933
H  0.296  5.811  -1.395
H  -1.420  5.463  -1.658
H  -1.268  5.051  1.977
H  -1.985  6.033  0.694
H  -0.317  6.328  1.208
H  3.437  1.188  -3.904
H  2.650  -1.232  -4.908
C  3.657  0.545  -3.050
C  2.765  -1.605  -3.890
N  2.675  -0.512  -2.945
H  3.650  1.143  -2.145
C  1.778  -0.516  -1.959
O  1.606  0.439  -1.183
H  1.979  -2.319  -3.677
H  1.204  -1.436  -1.854
H  4.655  0.125  -3.170
H  3.735  -2.097  -3.808
N  -6.381  -0.931  -2.709
C  -5.327  -0.957  -1.854
O  -5.526  -1.295  -0.695
C  -3.944  -0.556  -2.267
C  -3.610  -0.226  -3.596
C  -2.319  0.193  -3.913
C  -1.364  0.300  -2.906
N  -1.682  -0.028  -1.626
C  -2.928  -0.456  -1.292
H  -7.319  -1.197  -2.375
H  -6.297  -0.632  -3.687
H  -4.329  -0.273  -4.399
H  -2.068  0.462  -4.932
H  -0.378  0.672  -3.143
H  -3.146  -0.673  -0.257

net charge = -1
LUMO energy = 2.12 eV
F_max = 0.1975 Eh/bohr

***

No. 2
C23H33ClFN3O5P | ωB97M-V/def2-TZVPD

Element x y z (Å)
C  -2.306  -2.508  4.150
C  -2.101  -2.816  2.829
C  -2.988  -3.708  2.053
O  -3.436  -4.698  2.550
O  -3.200  -3.386  0.730
C  -2.228  -3.996  -0.135
C  -2.131  -3.249  -1.470
C  -2.452  -1.751  -1.362
C  -1.313  -0.838  -1.849
C  -1.810  0.617  -1.891
C  -0.948  1.742  -1.261
C  0.182  1.359  -0.306
C  -0.375  0.582  0.913
Cl  0.940  -0.164  1.914
C  -1.266  1.387  1.869
C  -2.771  1.353  1.540
O  0.536  2.714  0.236
C  1.859  2.832  0.603
C  2.118  2.968  2.100
O  2.913  2.280  2.658
N  1.324  3.989  2.724
C  2.101  5.095  3.126
O  3.279  5.165  3.169
F  1.315  6.121  3.431
N  2.568  1.624  0.044
C  1.578  1.038  -0.918
P  1.977  2.145  -2.446
N  3.449  1.872  -2.866
C  2.016  -0.349  -1.373
C  2.757  -1.203  -0.560
C  3.203  -2.434  -1.008
C  2.926  -2.855  -2.298
C  2.167  -2.024  -3.110
C  1.730  -0.795  -2.662
H  -3.150  -1.893  4.447
H  -1.611  -2.843  4.916
H  -1.250  -2.410  2.281
H  -1.248  -4.031  0.349
H  -2.547  -5.021  -0.323
H  -1.105  -3.354  -1.826
H  -2.817  -3.704  -2.180
H  -3.330  -1.507  -1.964
H  -2.721  -1.455  -0.347
H  -1.031  -1.203  -2.836
H  -0.476  -1.016  -1.177
H  -2.801  0.658  -1.444
H  -1.981  0.870  -2.937
H  -1.595  2.364  -0.646
H  -0.590  2.420  -2.033
H  -0.970  -0.275  0.610
H  -1.165  0.902  2.838
H  -0.949  2.415  2.020
H  -3.003  1.358  0.481
H  -3.254  0.516  2.039
H  -3.226  2.250  1.960
H  2.353  3.692  0.135
H  0.816  3.568  3.498
H  2.964  1.000  0.756
H  3.404  1.995  -0.434
H  1.879  3.470  -1.987
H  1.005  1.894  -3.423
H  3.546  1.566  -3.825
H  3.014  -0.908  0.446
H  3.797  -3.064  -0.362
H  3.291  -3.802  -2.667
H  1.966  -2.357  -4.119
H  1.170  -0.201  -3.370

structure (SMILES) = C=CC(=O)OCCCCCC[C@]1([C@@H](Cl)CC)O[C@@H](C(=O)NC(=O)F)[NH2+][C@@]1([PH2]=N)c1ccccc1
net charge = +1
LUMO energy = -3.12 eV
energy relative to the best compared isomer or geometry (same formula, charge and spin) = 0.000 eV
F_max = 0.0402 Eh/bohr

***

No. 3
C23H33ClKN7O3S | ωB97M-V/def2-TZVPD

Element x y z (Å)
K  -1.474  1.177  -0.026
C  1.474  5.306  0.712
C  0.532  4.291  0.093
N  0.350  3.066  0.541
N  0.850  2.804  1.758
C  2.132  2.324  1.794
N  2.339  1.636  2.959
S  3.269  2.602  0.583
C  -0.331  4.686  -0.963
C  -0.290  5.969  -1.619
C  -1.141  6.216  -2.701
C  -1.984  5.251  -3.208
C  -2.060  4.060  -2.445
N  -1.226  3.750  -1.429
H  1.261  6.357  0.442
H  2.422  5.155  0.122
H  1.566  5.098  1.758
H  1.703  1.572  3.730
H  3.255  1.272  3.065
H  0.472  6.736  -1.303
H  -1.156  7.237  -3.187
H  -2.539  5.261  -4.169
H  -2.778  3.318  -2.794
N  1.969  -0.158  -0.926
C  2.490  -0.940  -2.133
C  2.458  0.034  -3.358
C  1.000  0.298  -3.779
N  0.236  1.003  -2.728
C  0.312  -1.053  -4.059
C  0.328  -2.059  -2.897
N  -0.758  -1.700  -2.025
C  1.699  -2.234  -2.221
H  2.733  0.568  -0.591
H  1.738  -0.733  -0.081
H  1.187  0.417  -1.312
H  3.553  -1.102  -1.949
H  2.946  -0.478  -4.165
H  2.941  0.975  -3.075
H  0.948  0.909  -4.677
H  -0.741  0.744  -2.800
H  0.288  1.983  -2.892
H  0.811  -1.478  -4.941
H  -0.731  -0.875  -4.286
H  0.126  -3.108  -3.274
H  -0.595  -1.718  -1.033
H  -1.667  -1.998  -2.250
H  2.230  -2.943  -2.874
H  1.689  -2.655  -1.203
C  -2.693  -3.404  5.700
C  -2.449  -4.211  4.471
C  -2.877  -5.496  4.212
C  -2.688  -6.181  2.993
Cl  -2.894  -7.865  2.908
C  -2.198  -5.487  1.907
C  -1.708  -4.187  2.095
C  -1.748  -3.633  3.402
O  -1.317  -2.289  3.583
C  0.055  -1.973  3.222
C  0.083  -1.161  1.925
O  -0.286  0.042  1.972
O  0.592  -1.675  0.880
H  -1.734  -3.161  6.187
H  -3.252  -3.956  6.457
H  -3.263  -2.470  5.464
H  -3.214  -6.123  5.085
H  -2.124  -5.995  0.914
H  -1.352  -3.492  1.331
H  0.741  -2.819  3.154
H  0.489  -1.305  3.956

net charge = 0
LUMO energy = -0.33 eV
energy relative to the best compared isomer or geometry (same formula, charge and spin) = 1.520 eV
F_max = 0.0970 Eh/bohr

***

No. 4
C23H33CoN5O7S3 | ωB97M-V/def2-TZVPD

Element x y z (Å)
Co  1.295  -1.595  -0.251
S  4.516  -4.327  -1.718
C  5.220  -3.162  -0.688
C  4.267  -2.332  -0.210
N  2.989  -2.618  -0.656
C  2.990  -3.654  -1.465
H  6.282  -3.144  -0.488
H  4.440  -1.502  0.462
H  2.093  -4.053  -1.922
C  1.401  -2.532  3.212
S  0.552  -1.462  2.072
O  -0.911  -1.724  2.187
C  0.889  0.117  2.808
C  2.104  0.737  2.534
C  2.364  1.979  3.093
C  1.406  2.585  3.899
C  0.195  1.951  4.161
C  -0.072  0.704  3.614
H  0.933  -2.388  4.186
H  2.456  -2.245  3.238
H  1.286  -3.556  2.854
H  2.840  0.261  1.893
H  3.310  2.471  2.903
H  1.604  3.559  4.330
H  -0.542  2.428  4.794
H  -1.014  0.197  3.793
O  -0.399  -2.110  -1.199
C  -0.691  -3.111  -0.462
O  0.136  -3.643  0.301
C  -2.112  -3.629  -0.489
N  -2.609  -3.653  0.948
C  -3.285  -4.993  1.194
C  -3.512  -5.545  -0.208
C  -2.258  -5.077  -0.952
H  -2.741  -2.960  -1.067
H  -3.254  -2.885  1.109
H  -1.813  -3.477  1.571
H  -4.190  -4.843  1.774
H  -2.594  -5.609  1.761
H  -4.405  -5.101  -0.653
H  -3.636  -6.625  -0.202
H  -2.341  -5.141  -2.035
H  -1.389  -5.652  -0.628
C  -3.342  4.999  -4.110
C  -2.881  5.478  -2.737
S  -2.182  4.157  -1.746
O  -2.548  2.876  -2.312
O  -2.471  4.407  -0.352
C  -0.390  4.322  -1.946
C  0.348  3.824  -0.695
N  1.045  2.536  -0.879
C  0.539  1.336  -0.556
N  1.465  0.385  -0.740
C  2.599  1.003  -1.201
C  2.348  2.323  -1.291
N  3.249  3.332  -1.799
O  2.795  4.439  -2.033
O  4.403  2.987  -1.938
C  -0.859  1.124  -0.103
H  -3.814  5.827  -4.637
H  -4.063  4.191  -4.015
H  -2.507  4.640  -4.712
H  -3.696  5.853  -2.118
H  -2.110  6.248  -2.800
H  -0.165  5.374  -2.118
H  -0.138  3.749  -2.838
H  -0.345  3.701  0.133
H  1.085  4.556  -0.407
H  3.505  0.481  -1.466
H  -1.563  1.561  -0.813
H  -1.043  1.593  0.866
H  -1.065  0.058  -0.035

<S²> = 3.757
2S+1 = 4
net charge = +2
LUMO energy (alpha / beta) = -5.12 / -5.72 eV
F_max = 0.0103 Eh/bohr